--- A ---
Formula: CH5N3
Source: the Open Molecules 2025 dataset
Level of theory: ωB97M-V/def2-TZVPD

Structure (XYZ):
```
9
Properties=species:S:1:pos:R:3:mulliken_charge:R:1
H 0.78 -0.93 -3.26 0.15
N 0.08 -0.30 -2.88 -0.43
N 0.46 -0.53 -1.17 -0.42
N -0.28 0.13 -0.40 0.23
C -0.02 0.02 1.02 -0.68
H -1.02 0.75 -0.73 0.31
H -0.91 -0.28 1.56 0.27
H 0.76 -0.73 1.14 0.31
H 0.34 0.98 1.41 0.27
```

Output
Highest occupied orbital energy (spin up / spin down)   -0.297 / -0.297 Eh
LUMO energy (spin up / spin down)   0.349 / 0.351 eV
HOMO-LUMO gap (spin up / spin down)   8.4 / 8.4 eV

--- B ---
Formula: CH5N3
Source: the Open Molecules 2025 dataset
Level of theory: ωB97M-V/def2-TZVPD

Structure (XYZ):
```
9
Properties=species:S:1:pos:R:3:mulliken_charge:R:1
H -2.24 -1.04 0.26 0.22
N -1.99 -0.01 0.04 -0.59
C -0.81 0.40 -0.20 0.09
N 0.32 -0.42 -0.37 -0.24
N 1.60 -0.03 0.09 -0.53
H -0.55 1.50 -0.19 0.31
H 0.03 -1.36 0.06 0.27
H 1.60 0.46 0.98 0.23
H 2.03 0.50 -0.68 0.25
```

Output
Highest occupied orbital energy   -0.349 Eh
LUMO energy   1.110 eV
HOMO-LUMO gap   10.6 eV

Computed stability ranking, most favorable first: B, A